49
Properties=species:S:1:pos:R:3 method="wB97M-V/def2-TZVPD" spin_multiplicity=1 e_tot_ha=-1637.76160 lumo_ha=-0.0164 orbital_gap_ev=8.548
S -1.377 -2.275 0.147
F 7.311 0.615 2.143
O -4.773 -1.722 1.184
N 2.343 -1.541 -2.149
N 1.387 -2.001 -1.463
N 2.525 -0.126 -1.694
N 1.165 1.185 -0.047
N -3.319 0.169 0.716
N -0.616 -0.100 0.768
C 6.640 -0.189 0.360
C -2.629 -1.792 1.859
C 4.577 1.483 0.234
C -4.424 0.793 -0.029
C -5.671 1.170 1.123
C 5.749 -0.235 -1.112
C 3.594 0.511 -2.060
C -6.015 1.374 -1.936
C -6.692 2.092 0.585
C 4.696 0.848 -0.923
C -7.143 1.661 -1.017
C 1.552 0.039 -0.720
C -4.935 0.341 -1.200
C 0.735 -1.241 -0.716
C 5.290 1.731 1.210
C 6.450 0.761 1.123
C -3.591 -1.184 1.139
C -0.282 -1.041 0.138
C 0.207 1.297 0.558
H -6.145 3.121 0.305
H 5.992 -1.028 -1.746
H -3.964 1.902 -0.175
H -5.129 1.787 1.939
H -7.399 2.245 1.151
H 4.123 0.000 -2.916
H -5.572 -0.465 -1.078
H -6.144 0.363 1.420
H -2.457 0.352 0.786
H 3.514 2.305 0.306
H -7.827 2.324 -1.489
H 5.203 2.265 1.954
H -2.890 -2.749 2.383
H 7.373 -0.826 0.052
H -6.315 0.734 -2.883
H -0.086 2.120 1.027
H -7.731 0.681 -0.564
H -5.430 2.372 -2.052
H 3.380 1.429 -2.259
H -1.949 -1.131 2.431
H -4.194 0.390 -1.846